(1)
The following is a quantum chemistry calculation of a molecular structure, C35H32KN3P2S2Se, from the OMol25 dataset.

Cartesian coordinates (Å):
K (-0.52684, -0.08416, 0.22998)
S (2.86593, 1.41548, -0.45595)
P (1.47936, 2.88087, -0.49799)
C (-0.06688, 2.41245, -0.14558)
P (-1.51664, 3.18442, 0.00389)
S (-3.16582, 2.00691, -0.17815)
C (-1.76079, 4.58023, -1.18528)
C (-1.87017, 4.24281, -2.53569)
C (-1.92077, 5.22105, -3.51679)
C (-1.87473, 6.56678, -3.16835)
C (-1.77692, 6.91890, -1.83102)
C (-1.71745, 5.93271, -0.84869)
C (-1.72090, 4.02188, 1.64022)
C (-2.89691, 4.68246, 1.99967)
C (-3.03348, 5.25128, 3.25825)
C (-1.99634, 5.15528, 4.18391)
C (-0.83202, 4.48310, 3.84246)
C (-0.69846, 3.91843, 2.57652)
C (1.61876, 3.61942, -2.18973)
C (1.05672, 2.87380, -3.22930)
C (1.10572, 3.31899, -4.54078)
C (1.70921, 4.53548, -4.84459)
C (2.27631, 5.28342, -3.82460)
C (2.23971, 4.82331, -2.50938)
C (2.08492, 4.25606, 0.58699)
C (1.43272, 5.49071, 0.57014)
C (1.76034, 6.48973, 1.47674)
C (2.74097, 6.26256, 2.43532)
C (3.39136, 5.03600, 2.46833)
C (3.06998, 4.04228, 1.54694)
H (-1.91290, 3.19542, -2.80619)
H (-1.98307, 4.93152, -4.56068)
H (-1.90582, 7.33144, -3.93755)
H (-1.73580, 7.96436, -1.54332)
H (-1.61792, 6.22849, 0.18756)
H (-3.71696, 4.72416, 1.29081)
H (-3.95265, 5.76115, 3.52458)
H (-2.10380, 5.59686, 5.16868)
H (-0.02166, 4.39210, 4.55696)
H (0.19929, 3.37386, 2.29949)
H (0.57211, 1.93668, -2.98783)
H (0.66214, 2.72003, -5.32957)
H (1.73641, 4.89315, -5.86882)
H (2.75395, 6.23256, -4.04458)
H (2.70817, 5.41514, -1.73413)
H (0.64353, 5.66754, -0.15411)
H (1.23468, 7.43789, 1.44516)
H (2.98862, 7.03392, 3.15685)
H (4.15501, 4.84801, 3.21644)
H (3.57302, 3.08263, 1.55555)
Se (0.08577, -3.60269, 1.18049)
C (0.28041, -5.32902, 0.45764)
C (1.51605, -5.99241, 0.37761)
C (1.59341, -7.26822, -0.15506)
N (0.55093, -7.96341, -0.62514)
C (-0.62742, -7.33199, -0.55318)
C (-0.81157, -6.06011, -0.03858)
H (2.41360, -5.50184, 0.73224)
H (2.56125, -7.76490, -0.20880)
H (-1.48720, -7.88176, -0.93328)
H (-1.80279, -5.62540, -0.01624)
C (1.27942, -1.77343, 5.70968)
C (0.31208, -1.02377, 4.85445)
C (-0.59728, -0.03145, 5.15161)
C (-1.24521, 0.26613, 3.92644)
N (-0.76367, -0.49648, 2.95563)
N (0.18475, -1.26035, 3.53561)
C (-2.36229, 1.22850, 3.67381)
H (1.27160, -1.36907, 6.72122)
H (2.29632, -1.69904, 5.32094)
H (1.01914, -2.83324, 5.76254)
H (-0.75715, 0.43525, 6.11386)
H (0.60087, -2.01102, 2.99506)
H (-2.27710, 2.10920, 4.31445)
H (-3.32446, 0.74823, 3.87998)
H (-2.38330, 1.55759, 2.63164)

Values from the calculation:
**Energy relative to the best compared isomer or geometry (same formula, charge and spin)**: 2.94 kcal/mol
**M**: 738.8 g mol⁻¹
**Charge**: -2
**Electronic energy**: -163207.9100 eV

---

(2)
The following is a quantum chemistry calculation of a molecular structure, C35H33AlN4OP2 in a non-equilibrium geometry, from the OMol25 dataset.

Cartesian coordinates (Å):
Al (0.59747, 0.48294, -0.18979)
C (-0.36531, 3.40817, -0.27877)
P (-0.97494, 1.97503, -1.41167)
C (-2.76075, 2.20368, -1.17214)
C (-3.40626, 1.21049, -0.47172)
C (-4.78907, 1.24978, -0.35923)
C (-5.52071, 2.37966, -0.83567)
C (-4.78740, 3.42542, -1.39749)
C (-3.42126, 3.28525, -1.70673)
C (-0.73793, 2.58692, -3.05365)
C (-1.69166, 2.37149, -4.03499)
C (-1.44221, 2.75193, -5.35500)
C (-0.27573, 3.37657, -5.68313)
C (0.75792, 3.53425, -4.74126)
C (0.52142, 3.15066, -3.44536)
C (-0.22844, 2.84925, 1.08794)
C (-0.55968, 3.38326, 2.34007)
C (-0.33838, 2.40367, 3.33556)
C (0.07772, 1.24214, 2.66838)
C (0.22163, -0.11394, 3.21384)
P (0.23735, -1.39726, 1.79716)
C (-1.28088, -2.26111, 2.26887)
C (-2.17419, -2.54734, 1.23502)
C (-3.42294, -3.13514, 1.53986)
C (-3.65062, -3.56627, 2.83653)
C (-2.71469, -3.39632, 3.85632)
C (-1.53840, -2.68492, 3.58842)
C (1.42284, -2.59969, 2.39772)
C (2.71347, -2.13690, 2.50438)
C (3.76923, -2.97565, 2.87483)
C (3.48996, -4.27755, 3.21154)
C (2.16162, -4.74235, 3.22782)
C (1.15088, -3.97755, 2.72910)
N (0.26734, 1.53961, 1.32554)
H (-1.11596, 4.20286, -0.31279)
H (0.59237, 3.86775, -0.61713)
H (-2.82044, 0.41305, -0.03104)
H (-5.32631, 0.46969, 0.21405)
H (-6.58062, 2.51534, -0.60749)
H (-5.32553, 4.33427, -1.75060)
H (-2.89197, 4.04304, -2.27995)
H (-2.72426, 2.02354, -3.81473)
H (-2.22313, 2.49987, -6.08573)
H (-0.10356, 3.56660, -6.73935)
H (1.73881, 3.95259, -5.00027)
H (1.25305, 3.31278, -2.61584)
H (-0.90383, 4.34365, 2.63254)
H (-0.58875, 2.46672, 4.35211)
H (-0.59487, -0.33768, 3.93701)
H (1.15340, -0.08411, 3.82522)
H (-1.92532, -2.30423, 0.19348)
H (-4.21368, -3.20492, 0.74248)
H (-4.57542, -4.10375, 3.07299)
H (-2.93934, -3.73086, 4.87665)
H (-0.78328, -2.54737, 4.38704)
H (2.88189, -1.09771, 2.24808)
H (4.81758, -2.65433, 2.80729)
H (4.33758, -4.86817, 3.54616)
H (1.93478, -5.72046, 3.61871)
H (0.15603, -4.45273, 2.69262)
C (4.74946, 1.15021, -2.22290)
N (3.99066, -0.04753, -1.84760)
C (4.47474, -1.31296, -2.17637)
C (3.81329, -2.44655, -1.82410)
C (2.51971, -2.30644, -1.24152)
N (2.04648, -1.04132, -1.01250)
C (2.80681, 0.03529, -1.24730)
O (2.26460, 1.14637, -0.82000)
N (1.67909, -3.34829, -1.01608)
H (5.66658, 1.20008, -1.65643)
H (4.12048, 2.01898, -1.94858)
H (5.04210, 1.10504, -3.31694)
H (5.37134, -1.26962, -2.76873)
H (4.27576, -3.38819, -2.06805)
H (1.88735, -4.27398, -1.35722)
H (0.75495, -3.12470, -0.66949)

Values from the calculation:
**M**: 614.6 g mol⁻¹
**Charge**: +2
**Electronic energy**: -70002.2539 eV

---

(3)
The following is a quantum chemistry calculation of a molecular structure, C35H33BaBr2F5N5O3S2 in a non-equilibrium geometry, from the OMol25 dataset.

Cartesian coordinates (Å):
Ba (-0.37357, 1.00836, 0.74790)
Br (4.26455, -1.54299, 5.77651)
C (3.17266, -1.27289, 4.25487)
C (3.57409, -0.39004, 3.26893)
C (2.72971, -0.23455, 2.18020)
N (1.57834, -0.88702, 2.04911)
C (1.19353, -1.71255, 3.02032)
C (1.97098, -1.94497, 4.15050)
C (-0.15283, -2.32784, 2.86563)
C (-0.42967, -3.59484, 3.36027)
C (-1.73113, -4.05431, 3.25184)
Br (-2.15228, -5.78907, 3.89837)
C (-2.70913, -3.26508, 2.69038)
C (-2.32371, -2.01458, 2.21208)
N (-1.07775, -1.56433, 2.27987)
H (4.49433, 0.16889, 3.34881)
H (2.97784, 0.46074, 1.38343)
H (1.62428, -2.59650, 4.93932)
H (0.34311, -4.20378, 3.80762)
H (-3.73979, -3.57843, 2.61889)
H (-3.05967, -1.34501, 1.79331)
N (-3.92819, -0.82694, -3.40132)
C (-3.56023, -1.15515, -2.12882)
O (-3.04806, -2.25984, -1.92246)
C (-3.78068, -0.07250, -1.12234)
C (-2.63319, 0.99715, -1.12274)
H (-3.88430, -1.52490, -4.12131)
H (-4.37446, 0.05349, -3.58392)
H (-3.86973, -0.54463, -0.14667)
H (-4.76366, 0.36269, -1.34426)
H (-3.07256, 1.89650, -0.66156)
H (-2.47820, 1.27713, -2.18165)
C (0.32414, -3.52428, -2.47894)
C (-0.00880, -2.84867, -1.12607)
N (0.43936, -1.46418, -1.16237)
C (1.89885, -1.42554, -1.20174)
C (2.42605, -2.24803, -2.39968)
N (1.23686, -2.59801, -3.23973)
C (0.51635, -1.33104, -3.61268)
C (-0.14608, -0.79986, -2.33278)
H (-0.56848, -3.66969, -3.08688)
H (0.85008, -4.47281, -2.36965)
H (0.48602, -3.36084, -0.29849)
H (-1.08479, -2.86800, -0.97316)
H (2.28128, -1.84300, -0.27138)
H (2.20859, -0.38201, -1.27859)
H (2.89896, -3.18674, -2.10899)
H (3.11008, -1.67653, -3.02666)
H (1.55054, -3.06278, -4.08576)
H (-0.20824, -1.58046, -4.38756)
H (1.26431, -0.64336, -4.01067)
H (-1.19888, -1.01215, -2.33441)
H (-0.00756, 0.27607, -2.26092)
C (-6.63022, -1.55432, 1.52199)
O (-5.48073, -0.91909, 2.06216)
C (-5.34870, 0.44933, 1.93236)
S (-6.57270, 1.33629, 1.22179)
S (-3.95830, 1.03893, 2.68738)
H (-6.53861, -2.60578, 1.79939)
H (-6.66227, -1.45087, 0.43614)
H (-7.54564, -1.12879, 1.93298)
F (2.71716, 5.89488, 5.99014)
C (2.24072, 5.03745, 5.06809)
C (2.51295, 5.22246, 3.72543)
F (3.26075, 6.27024, 3.34449)
C (2.02915, 4.33991, 2.78019)
F (2.33004, 4.55937, 1.49106)
C (1.23890, 3.21967, 3.10861)
O (0.76322, 2.40412, 2.23458)
C (0.99299, 3.07444, 4.49103)
F (0.26953, 2.01631, 4.89836)
C (1.47455, 3.94819, 5.44313)
F (1.21053, 3.74395, 6.74266)
C (1.55076, 1.67389, -1.28061)
C (2.02813, 2.17281, -2.29817)
C (2.56866, 2.75915, -3.48899)
C (3.86904, 3.27756, -3.51805)
C (4.39515, 3.81581, -4.68134)
C (3.63844, 3.85352, -5.84537)
C (2.34338, 3.35260, -5.82995)
C (1.81395, 2.81345, -4.66820)
H (4.45407, 3.25530, -2.60801)
H (5.40233, 4.21504, -4.67889)
H (4.04986, 4.27899, -6.75202)
H (1.73747, 3.39127, -6.72743)
H (0.79618, 2.44366, -4.64897)

Values from the calculation:
**Energy relative to the best compared isomer or geometry (same formula, charge and spin)**: 18.36 kcal/mol
**M**: 1027.9 g mol⁻¹
**Charge**: -1
**Electronic energy**: -226458.5178 eV